Density functional theory data (the ωB97M-V functional and the def2-TZVPD basis) for one molecule with the formula C2H7N3O in a non-equilibrium geometry.

Frontier orbital gap ... 10.107 eV
Lowest unoccupied orbital energy ... 0.766 eV
F_max ... 0.0472 Eh/bohr
DFT total energy ... -319.8875 Ha
Energy relative to the best compared isomer or geometry (same formula, charge and spin) ... 1.6936 eV
HOMO ... -9.341 eV
SMILES ... CN(N)C(N)=O

Structure (XYZ):
```
13
Properties=species:S:1:pos:R:3:forces:R:3:lowdin_charge:R:1
C -0.800702 0.970507 -0.105007 -0.82 2.15 -0.12 -0.112
N -0.347504 -0.358062 -0.022786 2.17 -1.08 0.20 -0.229
N -1.267920 -1.384658 0.029482 -0.34 -0.95 -1.28 0.039
C 1.063453 -0.635584 -0.035937 -0.87 -0.53 -0.32 -0.505
N 1.866478 0.563096 -0.088331 1.14 -1.87 0.93 0.103
O 1.539493 -1.759761 -0.090940 -0.58 1.54 0.13 0.040
H -0.304021 1.583233 -0.888795 -0.18 -0.58 0.27 0.090
H -1.881225 0.940656 -0.346280 0.61 0.20 0.28 0.092
H -0.644874 1.533877 0.843397 -0.36 -0.22 -0.32 0.086
H -1.884756 -1.443706 0.838017 0.49 0.49 -0.20 0.091
H -1.784534 -1.506997 -0.868642 0.65 0.21 1.19 0.110
H 2.860831 0.242871 0.134497 -1.87 0.66 -0.54 0.128
H 1.585276 1.254534 0.601330 -0.02 -0.02 -0.21 0.068
```
Positions in Å, forces in eV/Å.

***

Density functional theory data (the ωB97M-V functional and the def2-TZVPD basis) for one molecule with the formula C2H7N3O2 in a non-equilibrium geometry.

Frontier orbital gap ... 10.832 eV
Lowest unoccupied orbital energy ... 0.505 eV
F_max ... 0.0582 Eh/bohr
DFT total energy ... -394.9906 Ha
Energy relative to the best compared isomer or geometry (same formula, charge and spin) ... 5.8332 eV
HOMO ... -10.326 eV
SMILES ... C[C@@H](N)/N=[N+](/[O-])O

Structure (XYZ):
```
14
Properties=species:S:1:pos:R:3:forces:R:3:lowdin_charge:R:1
C -1.457779 -0.645354 0.731298 2.04 -0.84 -1.20 -0.055
C -0.220882 0.078094 0.235502 0.31 0.45 1.53 -0.437
N 1.063267 -0.322093 0.933406 -0.48 -1.88 -0.31 0.024
N -0.296583 0.001672 -1.207637 -0.18 0.05 -0.47 0.131
N 0.526202 0.636698 -1.901346 1.98 0.23 2.23 -0.371
O 0.635237 0.781960 -3.065374 -1.17 -0.43 -1.76 0.093
O 1.682892 1.211221 -1.297192 0.27 0.76 -0.01 0.050
H -1.504765 -1.618616 0.322762 0.34 -1.31 -0.82 0.071
H -2.289165 -0.203534 0.328559 -2.27 1.46 -0.40 0.054
H -1.460969 -0.842617 1.746281 -0.21 0.43 2.28 0.057
H -0.317413 1.130697 0.609917 -0.01 -0.39 -0.72 0.147
H 0.819334 -0.197219 1.900491 0.06 0.74 0.65 0.055
H 1.215079 -1.372554 1.004827 -0.32 1.42 -1.10 0.107
H 1.605544 1.361646 -0.341494 -0.36 -0.69 0.11 0.076
```
Positions in Å, forces in eV/Å.

***

Density functional theory data (the ωB97M-V functional and the def2-TZVPD basis) for C2H7N3O2 as an isolated structure in a non-equilibrium geometry.

Frontier orbital gap ... 9.035 eV
Lowest unoccupied orbital energy ... 0.495 eV
F_max ... 0.0777 Eh/bohr
DFT total energy ... -394.9382 Ha
Energy relative to the best compared isomer or geometry (same formula, charge and spin) ... 7.2590 eV
HOMO ... -8.541 eV

Structure (XYZ):
```
14
Properties=species:S:1:pos:R:3:forces:R:3:lowdin_charge:R:1
C 0.680561 -1.276172 0.813410 -3.68 -1.04 -0.49 0.112
N 0.691294 1.002710 -0.335460 -1.34 -0.74 0.25 -0.075
N -0.922637 -0.349458 -1.422023 -1.34 0.86 1.24 0.072
N -0.922578 -0.990495 -0.111524 3.80 -0.99 0.71 -0.002
C -0.739775 0.692954 -0.464062 2.01 2.01 -0.91 -0.644
O 0.898206 2.057972 0.561784 -0.32 0.18 0.10 -0.070
O -1.538718 1.471998 0.086584 0.27 -0.95 -0.71 -0.013
H -0.046795 2.252839 0.818548 0.57 0.09 -0.38 0.089
H 1.280436 1.025771 -1.163250 -0.46 0.67 0.13 0.129
H -0.143240 -0.585885 -2.031169 0.11 -0.21 0.54 0.110
H -1.869357 -1.107940 0.252785 0.64 -0.31 0.05 0.129
H 0.336785 -2.259705 1.108379 0.35 -0.18 0.36 0.040
H 0.700033 -0.585654 1.650784 -0.04 0.19 -0.40 0.063
H 1.595784 -1.348935 0.235215 -0.57 0.42 -0.49 0.060
```
Positions in Å, forces in eV/Å.

***

Question: F_max of number 2 (C2H7N3O2)?
Answer: 0.0582 Eh/bohr

***

Repeat the first record exactly.
Density functional theory data (the ωB97M-V functional and the def2-TZVPD basis) for one molecule with the formula C2H7N3O in a non-equilibrium geometry.

Frontier orbital gap ... 10.107 eV
Lowest unoccupied orbital energy ... 0.766 eV
F_max ... 0.0472 Eh/bohr
DFT total energy ... -319.8875 Ha
Energy relative to the best compared isomer or geometry (same formula, charge and spin) ... 1.6936 eV
HOMO ... -9.341 eV
SMILES ... CN(N)C(N)=O

Structure (XYZ):
```
13
Properties=species:S:1:pos:R:3:forces:R:3:lowdin_charge:R:1
C -0.800702 0.970507 -0.105007 -0.82 2.15 -0.12 -0.112
N -0.347504 -0.358062 -0.022786 2.17 -1.08 0.20 -0.229
N -1.267920 -1.384658 0.029482 -0.34 -0.95 -1.28 0.039
C 1.063453 -0.635584 -0.035937 -0.87 -0.53 -0.32 -0.505
N 1.866478 0.563096 -0.088331 1.14 -1.87 0.93 0.103
O 1.539493 -1.759761 -0.090940 -0.58 1.54 0.13 0.040
H -0.304021 1.583233 -0.888795 -0.18 -0.58 0.27 0.090
H -1.881225 0.940656 -0.346280 0.61 0.20 0.28 0.092
H -0.644874 1.533877 0.843397 -0.36 -0.22 -0.32 0.086
H -1.884756 -1.443706 0.838017 0.49 0.49 -0.20 0.091
H -1.784534 -1.506997 -0.868642 0.65 0.21 1.19 0.110
H 2.860831 0.242871 0.134497 -1.87 0.66 -0.54 0.128
H 1.585276 1.254534 0.601330 -0.02 -0.02 -0.21 0.068
```
Positions in Å, forces in eV/Å.

***

Question: DFT total energy of number 1 (C2H7N3O)?
Answer: -319.8875 Ha

***

Question: Which of these has the lowest HOMO?
Answer: number 2